A 3-piece molecular cluster, C2H12N2O2 overall, computed with wB97M-V/def2-TZVPD.

Summary:
- M: 96.1 g mol⁻¹
- Structure (SMILES): CNCN.O.O
- Energy relative to the best compared isomer or geometry (same formula, charge and spin): 132.11 kJ/mol

Last column: natural (NBO) charge in e.
CARTESIAN COORDINATES (ANGSTROEM)
C1 0.54 2.51 -1.09  -0.40
N1 0.63 1.19 -0.56  -0.65
C2 -0.25 0.79 0.43  -0.05
N2 -1.02 -0.50 0.16  -0.84
H1 1.37 2.75 -1.75  0.20
H2 -0.44 2.77 -1.51  0.16
H3 0.68 3.22 -0.30  0.19
H4 0.74 0.53 -1.37  0.36
H5 -1.12 1.44 0.64  0.17
H6 0.26 0.74 1.38  0.17
H7 -1.04 -0.51 -0.85  0.35
H8 -0.32 -1.19 0.44  0.36
H9 -2.93 -0.35 0.94  0.49
H10 -3.71 -0.88 2.16  0.46
O1 -3.81 -0.29 1.33  -0.97
H11 4.25 -4.04 0.10  0.47
H12 2.85 -4.22 -0.47  0.47
O2 3.33 -3.95 0.32  -0.94



A 4-piece molecular cluster, H9O4 overall, computed with wB97M-V/def2-TZVPD.

Summary:
- M: 73.1 g mol⁻¹
- Net charge: +1
- Energy relative to the best compared isomer or geometry (same formula, charge and spin): 17.34 kJ/mol

Last column: natural (NBO) charge in e.
CARTESIAN COORDINATES (ANGSTROEM)
O1 -1.29 -0.08 -2.09  -0.95
H1 -1.75 0.63 -2.56  0.51
H2 -1.14 -0.76 -2.77  0.51
O2 2.41 -1.14 0.29  -0.95
H3 2.69 -1.33 1.19  0.51
H4 2.88 -1.79 -0.25  0.51
O3 -1.17 1.31 1.84  -0.97
H5 -1.48 1.05 2.71  0.51
H6 -1.65 2.11 1.60  0.51
O4 0.19 0.08 -0.03  -0.87
H7 0.98 -0.53 0.10  0.55
H8 -0.24 0.39 0.81  0.56
H9 -0.42 0.07 -0.85  0.55



A 2-piece molecular cluster, C2H9NS overall, computed with wB97M-V/def2-TZVPD.

Summary:
- M: 79.2 g mol⁻¹
- Structure (SMILES): CSC.N
- Energy relative to the best compared isomer or geometry (same formula, charge and spin): 28.60 kJ/mol

Last column: natural (NBO) charge in e.
CARTESIAN COORDINATES (ANGSTROEM)
N1 -0.37 3.12 1.31  -1.07
H1 0.57 3.47 1.47  0.36
H2 -1.01 3.89 1.35  0.36
H3 -0.33 2.71 0.38  0.36
C1 0.81 -1.75 -1.66  -0.74
S1 -0.82 -2.24 -0.92  0.16
C2 -0.61 -1.26 0.63  -0.74
H4 1.68 -1.82 -0.99  0.21
H5 0.71 -0.68 -1.96  0.21
H6 1.08 -2.38 -2.51  0.23
H7 -1.57 -0.98 1.08  0.23
H8 0.02 -1.77 1.38  0.21
H9 -0.16 -0.30 0.45  0.21



C23H38AsIrN4S3 as an isolated structure, computed with wB97M-V/def2-TZVPD.

Summary:
- E_tot: -4652.489886 Ha
- M: 733.9 g mol⁻¹
- Net charge: +2

Last column: natural (NBO) charge in e.
CARTESIAN COORDINATES (ANGSTROEM)
Ir1 -0.27 -0.07 -0.07  0.69
C1 2.41 -1.19 -0.88  -0.41
N1 1.83 -0.19 0.05  -0.41
C2 2.30 1.17 -0.38  -0.24
C3 1.49 2.20 0.36  -0.24
N2 0.06 2.04 -0.06  -0.42
C4 -0.77 2.77 0.94  -0.42
C5 -0.12 2.65 -1.41  0.03
C6 -0.05 4.03 -1.54  -0.18
C7 -0.17 4.62 -2.79  -0.22
C8 -0.35 3.83 -3.91  -0.17
C9 -0.40 2.45 -3.78  -0.21
C10 -0.28 1.84 -2.53  -0.20
S1 -0.31 0.08 -2.43  -0.19
C11 2.33 -0.46 1.43  0.15
C12 3.70 -0.62 1.63  -0.25
C13 4.20 -0.87 2.90  -0.21
C14 3.32 -0.96 3.97  -0.18
C15 1.96 -0.78 3.77  -0.21
C16 1.45 -0.53 2.50  -0.22
S2 -0.27 -0.28 2.28  -0.20
H1 3.48 -1.06 -0.97  0.21
H2 1.94 -1.08 -1.86  0.25
H3 2.20 -2.17 -0.47  0.19
H4 2.15 1.25 -1.45  0.24
H5 3.37 1.28 -0.17  0.23
H6 1.83 3.21 0.15  0.23
H7 1.54 2.02 1.44  0.24
H8 -0.38 3.78 1.10  0.21
H9 -0.73 2.23 1.88  0.25
H10 -1.79 2.85 0.59  0.19
H11 0.11 4.67 -0.68  0.21
H12 -0.12 5.70 -2.88  0.24
H13 -0.45 4.28 -4.89  0.24
H14 -0.52 1.83 -4.66  0.23
H15 4.40 -0.55 0.81  0.22
H16 5.26 -0.99 3.05  0.24
H17 3.69 -1.15 4.97  0.24
H18 1.28 -0.83 4.61  0.23
N3 -5.33 0.41 -0.07  -0.49
C17 -4.59 0.66 -1.36  -0.24
C18 -3.16 1.06 -1.04  -0.27
N4 -2.47 0.03 -0.24  -0.59
C19 -3.21 -0.23 1.02  -0.27
C20 -4.64 -0.64 0.76  -0.24
H19 -6.30 0.13 -0.26  0.45
H20 -5.38 1.28 0.46  0.43
H21 -5.11 1.44 -1.90  0.25
H22 -4.63 -0.27 -1.93  0.23
H23 -3.15 2.00 -0.49  0.21
H24 -2.61 1.20 -1.97  0.29
H25 -2.52 -0.83 -0.81  0.42
H26 -3.16 0.67 1.63  0.23
H27 -2.70 -1.02 1.57  0.28
H28 -5.20 -0.77 1.68  0.25
H29 -4.69 -1.57 0.18  0.23
C21 1.18 -4.19 1.79  -0.96
As1 0.34 -4.16 0.07  1.50
C22 1.67 -4.60 -1.25  -0.96
C23 -0.94 -5.59 -0.02  -0.95
S3 -0.87 -2.41 -0.18  -0.56
H30 1.58 -5.19 1.98  0.26
H31 0.44 -3.93 2.54  0.27
H32 1.99 -3.46 1.81  0.26
H33 1.88 -5.67 -1.14  0.26
H34 2.59 -4.05 -1.08  0.25
H35 1.28 -4.40 -2.25  0.27
H36 -0.42 -6.53 0.15  0.26
H37 -1.40 -5.60 -1.01  0.26
H38 -1.70 -5.44 0.74  0.26



C3H8N2O2 in the gas phase, computed with wB97M-V/def2-TZVPD.

Summary:
- M: 104.1 g mol⁻¹
- Structure (SMILES): CON1CN1OC
- Energy relative to the best compared isomer or geometry (same formula, charge and spin): 743.10 kJ/mol

Last column: natural (NBO) charge in e.
CARTESIAN COORDINATES (ANGSTROEM)
C1 0.19 1.70 0.43  -0.14
C2 2.15 -0.80 0.34  -0.27
C3 -2.28 -0.70 -0.61  -0.23
N1 0.44 0.71 -0.54  -0.04
N2 -0.43 0.39 0.53  -0.04
O1 1.55 -0.10 -0.75  -0.37
O2 -1.82 0.38 0.08  -0.41
H1 0.88 1.87 1.24  0.21
H2 -0.47 2.42 -0.06  0.22
H3 1.47 -1.48 0.86  0.19
H4 2.61 0.01 0.97  0.17
H5 2.92 -1.29 -0.16  0.20
H6 -1.69 -1.03 -1.35  0.17
H7 -3.19 -0.38 -0.95  0.20
H8 -2.33 -1.68 -0.03  0.14



A 2-piece molecular cluster, C4H6O overall, computed with wB97M-V/def2-TZVPD.

Summary:
- M: 70.1 g mol⁻¹
- Energy relative to the best compared isomer or geometry (same formula, charge and spin): 701.28 kJ/mol

Last column: natural (NBO) charge in e.
CARTESIAN COORDINATES (ANGSTROEM)
C1 1.77 -0.15 -0.18  -0.19
C2 -0.59 -0.96 0.06  0.31
C3 2.99 0.10 0.29  -0.52
C4 -2.63 0.19 0.04  -0.27
O1 -1.18 0.12 0.09  -0.53
H1 1.30 -0.25 -1.18  0.18
H2 3.48 -0.05 1.30  0.21
H3 3.65 0.40 -0.42  0.19
H4 -2.80 0.73 -0.79  0.19
H5 -2.85 0.75 1.00  0.22
H6 -3.14 -0.87 -0.20  0.21



A 4-piece molecular cluster, C13H23FO5S2 overall, computed with wB97M-V/def2-TZVPD.

Summary:
- E_tot: -1781.447112 Ha
- M: 342.5 g mol⁻¹

Last column: natural (NBO) charge in e.
CARTESIAN COORDINATES (ANGSTROEM)
F1 19.41 -16.67 33.43  -0.32
C1 18.22 -17.33 33.60  0.39
C2 18.03 -18.14 34.72  -0.28
C3 16.92 -19.02 34.81  -0.20
C4 15.96 -19.01 33.83  -0.23
C5 16.09 -18.20 32.72  -0.20
C6 17.22 -17.38 32.60  -0.28
H1 18.83 -18.15 35.45  0.22
H2 16.80 -19.58 35.73  0.22
H3 15.14 -19.68 34.03  0.22
H4 15.27 -18.23 32.02  0.23
H5 17.28 -16.83 31.67  0.23
C7 9.19 -13.97 38.94  -0.81
S1 8.47 -14.25 37.28  1.17
O1 7.28 -15.25 37.48  -0.95
C8 7.77 -12.60 36.95  -0.83
H6 8.37 -13.95 39.65  0.23
H7 9.78 -13.05 38.99  0.23
H8 9.77 -14.88 39.13  0.24
H9 8.36 -11.77 36.55  0.25
H10 7.22 -12.37 37.87  0.23
H11 7.13 -12.85 36.11  0.25
C9 13.59 -17.17 25.08  -0.82
S2 12.95 -17.87 26.66  1.21
O2 13.26 -16.92 27.80  -0.97
C10 11.13 -17.63 26.45  -0.83
H12 13.03 -17.76 24.36  0.22
H13 14.59 -17.55 24.90  0.24
H14 13.47 -16.09 24.95  0.24
H15 10.97 -16.58 26.18  0.23
H16 10.50 -17.92 27.29  0.25
H17 10.68 -18.11 25.59  0.22
C11 12.89 -13.72 31.84  -0.26
O3 12.56 -12.37 31.82  -0.49
C12 12.13 -11.72 32.86  1.00
O4 11.76 -12.25 33.88  -0.64
O5 12.08 -10.38 32.52  -0.51
C13 11.87 -9.37 33.51  -0.27
H18 12.02 -14.33 31.60  0.19
H19 13.16 -14.06 32.84  0.20
H20 13.70 -14.01 31.17  0.20
H21 12.66 -8.63 33.61  0.19
H22 11.84 -9.59 34.58  0.20
H23 10.99 -8.76 33.32  0.19



A 3-piece molecular cluster, C3H12N2O2 overall, computed with wB97M-V/def2-TZVPD.

Summary:
- M: 108.1 g mol⁻¹
- Structure (SMILES): CC/N=C\N.O.O
- Energy relative to the best compared isomer or geometry (same formula, charge and spin): 125.52 kJ/mol

Last column: natural (NBO) charge in e.
CARTESIAN COORDINATES (ANGSTROEM)
C1 0.73 -1.57 2.70  -0.60
C2 -0.05 -0.51 1.90  -0.26
N1 -1.14 1.03 -0.18  -0.82
C3 -0.87 -0.29 -0.26  0.30
N2 -0.61 -1.10 0.68  -0.55
H1 -0.01 -2.35 2.85  0.21
H2 1.59 -1.83 2.08  0.20
H3 1.14 -1.17 3.63  0.21
H4 -0.88 -0.22 2.57  0.17
H5 0.60 0.32 1.63  0.17
H6 -1.13 1.47 0.71  0.39
H7 -1.60 1.57 -0.89  0.40
H8 -0.91 -0.74 -1.25  0.19
H9 0.86 4.50 -5.26  0.47
H10 0.38 5.55 -4.34  0.46
O1 0.78 4.67 -4.31  -0.93
H11 0.72 -2.59 -0.31  0.48
H12 -0.18 -3.63 -0.83  0.46
O2 0.58 -3.10 -1.12  -0.95